A structure of composition C24H36N2SiSn, computed with wB97M-V/def2-TZVPD.

Properties
Lowest unoccupied orbital energy (alpha / beta), eV: -0.93 / -1.22
Gap between HOMO and LUMO (alpha / beta), Eh: 0.196 / 0.185
2S+1: 1
Total charge: 0
DFT total energy, Eh: -1549.0682
Energy relative to the best compared isomer or geometry (same formula, charge and spin), kJ/mol: 431.4

Geometry (Å):
C  -3.903570  2.337795  0.815416
C  -3.929265  1.002973  0.315661
C  -3.740238  0.113090  1.398022
H  -4.083200  0.731482  -0.729664
C  -3.594977  0.885197  2.578582
C  -3.707937  2.253576  2.223235
H  -3.640824  3.114704  2.908806
H  -4.076270  3.257941  0.237781
H  -3.747486  -0.963955  1.335052
H  -3.407531  0.508828  3.581783
Sn  -0.480345  0.667904  0.128002
C  4.214820  -0.756839  1.176148
H  3.729308  -0.302928  2.057240
H  4.558682  0.033649  0.491233
H  1.085526  -0.523263  1.044867
Si  1.348380  -1.501594  -0.034815
C  1.122653  -2.215310  -1.710262
C  -0.134432  -2.767895  -2.024168
H  -0.968618  -2.567974  -1.351389
C  -0.325578  -3.564366  -3.166034
H  -1.301594  -4.025107  -3.354441
C  0.746779  -3.763360  -4.066260
H  0.581385  -4.345147  -4.992419
C  2.001556  -3.211266  -3.751234
H  2.843528  -3.389625  -4.431028
C  2.187709  -2.437479  -2.591436
H  3.142079  -1.971322  -2.353774
C  1.535277  -3.035338  1.020932
C  1.562528  -4.288147  0.394771
H  1.550223  -4.375054  -0.690160
C  1.585362  -5.457783  1.147564
H  1.517506  -6.418743  0.646056
C  1.686116  -5.399643  2.540494
H  1.746249  -6.313942  3.124539
C  1.724009  -4.157508  3.168864
H  1.767356  -4.110972  4.256113
C  1.701642  -2.988612  2.418947
H  1.825024  -2.028283  2.907333
H  2.971175  -0.936334  0.305111
H  5.100028  -1.287614  1.558251
C  -0.596347  1.306394  -2.667280
N  -0.898639  2.212409  -1.538599
C  -2.114666  2.976044  -1.894158
C  0.230180  3.134108  -1.289467
C  -0.075787  4.087423  -0.141246
N  -0.440257  3.356371  1.091827
C  0.764655  2.891616  1.811377
C  -1.242819  4.197426  1.987628
H  0.252283  0.637011  -2.422521
H  -0.303527  1.909741  -3.556874
H  -1.466945  0.673501  -2.922465
H  -2.431583  3.642612  -1.092222
H  -1.896557  3.587922  -2.786356
H  -2.955303  2.307336  -2.117799
H  1.133713  2.549337  -1.062071
H  0.410061  3.705965  -2.219976
H  0.841470  4.688727  0.037647
H  -0.893149  4.779306  -0.407338
H  1.445425  3.738204  2.030416
H  0.468384  2.411440  2.752764
H  1.342855  2.162973  1.219198
H  -0.680136  5.097017  2.292017
H  -2.164664  4.510695  1.481134
H  -1.521682  3.634684  2.880648

Cartesian forces, eV/Å:
C -0.054 -0.342 0.402
C 0.576 0.975 -0.617
C 0.696 0.160 0.522
H -0.160 -0.066 0.292
C 0.082 0.388 -0.271
C -0.091 -0.087 -0.284
H -0.185 -0.657 -0.388
H 0.038 -0.542 0.350
H -0.046 -0.092 0.022
H -0.133 0.016 -0.242
Sn -2.738 -0.319 1.347
C -0.294 1.758 -0.025
H -0.074 -0.104 -0.487
H -0.036 -0.126 0.347
H -0.291 0.257 0.660
Si 2.116 -0.784 1.106
C -0.807 -0.161 -1.399
C 0.118 -0.283 -0.541
H 0.052 -0.204 -0.134
C 0.472 0.324 -0.056
H 0.385 0.276 0.020
C -0.185 0.138 0.660
H 0.267 0.375 0.708
C -0.130 0.003 -0.201
H -0.334 0.164 0.303
C -0.405 -0.084 -0.209
H 0.012 -0.308 -0.196
C 0.272 -0.360 0.104
C -0.335 -0.251 0.306
H -0.181 0.038 0.270
C 0.268 -0.060 0.370
H 0.174 0.074 0.062
C -0.222 0.107 -0.442
H -0.146 0.134 -0.067
C 0.254 -0.042 0.142
H 0.154 0.047 -0.218
C -0.321 -0.171 -0.490
H -0.286 0.006 0.068
H 1.023 -0.717 0.271
H -0.646 -0.807 -0.659
C 0.510 0.241 -0.842
N -0.286 0.234 -1.087
C -0.161 0.146 -0.060
C -0.411 0.279 -0.422
C 0.270 0.035 0.604
N 0.617 0.211 0.011
C -0.003 0.647 -0.083
C 0.049 0.140 -0.180
H -0.360 0.319 -0.165
H -0.238 -0.367 0.321
H 0.392 0.380 0.287
H 0.116 -0.336 -0.030
H -0.039 -0.131 0.092
H 0.402 0.072 0.168
H -0.077 0.000 -0.161
H 0.202 -0.113 0.330
H -0.371 0.004 -0.130
H 0.419 -0.331 0.139
H -0.169 -0.171 0.049
H 0.058 0.050 -0.323
H -0.089 0.222 0.192
H -0.016 -0.069 -0.024
H 0.252 -0.174 0.146
H 0.076 0.041 -0.240

Results of the Löwdin charge analysis, in e, for atoms 1 through 8: -0.2129, -0.2399, -0.2239, 0.0645, -0.1880, -0.2031, 0.0775, 0.0725